{"formula": "C9H12Cl6F2O6", "method": "wB97M-V/def2-TZVPD", "symbols": ["C", "Cl", "Cl", "H", "H", "C", "Cl", "Cl", "H", "H", "C", "Cl", "Cl", "H", "H", "C", "C", "O", "C", "O", "O", "F", "H", "H", "H", "C", "C", "O", "C", "O", "O", "F", "H", "H", "H"], "coordinates": [[2.661, 5.112, 2.248], [1.196, 6.034, 2.727], [2.830, 3.491, 3.043], [2.757, 5.016, 1.166], [3.558, 5.679, 2.497], [2.680, -6.113, -5.550], [4.075, -7.195, -5.325], [1.996, -6.270, -7.179], [1.927, -6.386, -4.811], [2.985, -5.088, -5.336], [0.790, -5.392, 0.894], [0.189, -5.611, -0.812], [2.357, -4.484, 0.973], [0.031, -4.838, 1.447], [0.916, -6.380, 1.336], [-3.811, 3.778, 2.674], [-5.094, 3.097, 2.154], [-4.780, 1.749, 2.588], [-3.392, 1.604, 2.795], [-2.835, 0.554, 2.897], [-2.832, 2.771, 2.661], [-5.083, 3.157, 0.852], [-3.872, 4.249, 3.656], [-3.405, 4.491, 1.956], [-6.063, 3.447, 2.510], [1.324, 0.062, -0.324], [0.343, 1.074, -0.999], [0.354, 0.555, -2.311], [1.492, -0.205, -2.465], [1.814, -0.805, -3.516], [2.225, -0.193, -1.432], [0.819, 2.269, -1.016], [0.797, -0.860, -0.078], [1.686, 0.503, 0.605], [-0.638, 1.131, -0.529]], "forces_ev_per_angstrom": [[0.687, 0.017, 0.094], [0.782, -0.648, -0.305], [-0.328, 0.949, -0.524], [-0.803, -0.386, 0.119], [-0.361, 0.043, 0.593], [-0.097, -0.059, 0.431], [-0.147, 0.208, -0.003], [0.089, 0.178, 0.304], [0.051, -0.150, -0.293], [0.099, -0.159, -0.426], [0.068, 0.124, -0.501], [0.450, 0.189, 1.062], [-0.971, -0.558, -0.096], [0.243, 0.052, -0.239], [0.200, 0.219, -0.234], [-0.047, 1.572, -0.668], [2.139, -0.892, 2.900], [-0.158, 0.194, 0.117], [-1.422, -1.809, -1.312], [-0.558, 0.674, 0.360], [0.958, 0.593, 0.735], [-0.299, -0.162, -2.685], [-0.204, -0.214, 0.059], [-0.550, 0.357, 0.072], [0.183, -0.315, 0.391], [-1.359, 1.118, 0.065], [-0.185, -3.837, 0.590], [-0.252, -0.460, -0.357], [-0.257, -1.744, -6.750], [-1.619, 2.288, 3.339], [1.355, -0.049, 4.172], [1.509, 3.392, -0.016], [0.050, -0.056, -0.075], [1.003, -0.142, -0.479], [-0.248, -0.526, -0.441]], "lowdin_charge": [-0.983, 0.477, 0.459, 0.027, 0.021, -1.022, 0.479, 0.490, 0.021, 0.031, -0.950, 0.448, 0.459, 0.021, 0.023, -0.059, -0.309, 0.094, -0.549, 0.169, 0.090, 0.111, 0.141, 0.142, 0.170, -0.003, -0.362, 0.126, -0.567, 0.109, 0.118, 0.128, 0.139, 0.138, 0.171], "e_homo_ha": -0.394, "e_lumo_ev": 0.217, "e_above_lowest_kj_mol": 0.0}